# C4H6OS

A molecular structure, C4H6OS at a distorted geometry (wB97M-V/def2-TZVPD, OMol25).

ORCA input file:
```
! RIJCOSX wB97M-V def2-TZVPD def2/J DEFGRID3
* xyz 0 1
C -0.4147 -0.7380 0.6158
C 0.3989 -0.7588 -0.6824
C 0.2305 0.5958 0.1470
C -0.4555 1.6717 -0.4930
H 0.6537 -2.2536 1.2162
H -1.5400 -0.6906 0.6084
H -0.0292 -0.8296 -1.6346
H 1.3920 -1.2149 -0.5787
H 1.0747 0.8270 0.7085
H -1.3319 1.3090 -1.1113
O 0.0789 -1.2000 1.7029
S -0.0573 3.2821 -0.4989
*
```

**Energy relative to the best compared isomer or geometry (same formula, charge and spin)**: 93.0 kcal/mol
**E**: -17124.0967 eV
**Largest force on an atom**: 0.1753 hartree/bohr
**HOMO**: -8.53 eV


# C3H7NO2

A single C3H7NO2 molecule at a distorted geometry (wB97M-V/def2-TZVPD, OMol25).

ORCA input file:
```
! RIJCOSX wB97M-V def2-TZVPD def2/J DEFGRID3
* xyz 0 1
C -2.4871 -0.1086 0.0332
C -0.2289 0.3078 -0.0306
C 3.0101 -0.3126 0.0346
H -2.8277 0.2612 1.1746
H -2.5427 0.9469 -0.5878
H -3.2660 -0.8461 -0.2452
H -0.1023 0.7562 -0.9885
H -0.3371 1.1382 0.7430
H 3.0095 -1.4482 -0.0891
H 4.0088 0.0832 -0.2964
N 1.9747 0.3655 0.1037
O -1.1750 -0.6726 -0.0197
O 0.9638 -0.4709 0.1683
*
```

**Energy relative to the best compared isomer or geometry (same formula, charge and spin)**: 114.6 kcal/mol
**E**: -8805.5587 eV
**Largest force on an atom**: 0.0990 hartree/bohr
**HOMO**: -9.67 eV


# C14H42O9

9 unconnected molecules or ions with the total composition C14H42O9 at a distorted geometry (wB97M-V/def2-TZVPD, OMol25).

ORCA input file:
```
! RIJCOSX wB97M-V def2-TZVPD def2/J DEFGRID3
* xyz 1 2
C 3.5068 -3.9283 2.6185
C 2.4310 -2.9208 2.0869
C 1.0851 -3.3964 2.5698
O 1.3024 -4.6934 3.0949
C 2.6571 -5.1779 2.7725
H 3.8023 -3.6593 3.6327
H 4.3476 -3.9500 1.9253
H 2.2828 -2.9771 1.0085
H 2.7010 -1.8734 2.2221
H 0.4036 -3.3722 1.7194
H 0.7209 -2.7106 3.3348
H 2.6600 -5.7605 1.8512
H 2.9597 -5.7740 3.6334
C -1.1029 4.2888 -4.2901
C 0.0175 4.3217 -3.2073
C -0.8118 4.6058 -1.9806
O -2.0640 3.9993 -2.2391
C -2.2398 3.6709 -3.6066
H -0.9576 3.8141 -5.2605
H -1.3905 5.2933 -4.6008
H 0.7722 5.0878 -3.3850
H 0.5438 3.3721 -3.1101
H -0.9745 5.6769 -1.8613
H -0.3645 4.3149 -1.0301
H -3.1792 4.0858 -3.9718
H -2.1980 2.5941 -3.7708
O 3.9288 0.4190 1.9617
H 3.8168 1.0781 1.2767
H 4.7949 0.5982 2.3278
O 5.2499 -1.3307 -0.0347
H 4.7147 -0.8596 0.6039
H 4.6224 -1.6571 -0.6796
O -0.2740 -3.0223 -2.1253
H -0.7010 -2.8614 -1.2838
H -0.2737 -2.1700 -2.5611
O 3.5587 -2.3680 -2.1891
H 3.8740 -1.7218 -2.8210
H 3.2670 -3.1054 -2.7252
O 2.0087 1.2811 3.8739
H 2.5489 1.1807 3.0901
H 1.2034 1.6919 3.5593
C -0.9870 0.7055 -0.9656
C 0.5452 0.5130 -1.0827
C 1.0220 -0.2298 0.1896
O 0.8055 -0.2968 -2.2676
H -1.6419 -0.1461 -1.1498
H -1.4251 1.5413 -1.5111
H -1.2439 1.1045 0.0157
H 1.0611 1.4678 -1.1838
H 0.8141 0.2642 1.1388
H 2.1050 -0.3439 0.1436
H 0.4219 -1.1344 0.2876
H 1.5325 -0.8739 -2.0226
C -6.2308 1.0723 0.8966
C -5.3597 -0.1321 1.1827
C -3.9493 0.3246 1.4372
O -5.5771 -0.8061 2.3419
H -6.4518 1.6519 1.7928
H -7.2088 0.7907 0.5063
H -5.9118 1.8332 0.1844
H -5.3043 -0.7874 0.3134
H -3.2194 -0.4848 1.4294
H -3.6320 0.9197 2.2935
H -3.7407 1.0397 0.6414
H -5.6748 -0.0773 2.9591
*
```

**E**: -33614.5356 eV
**Largest force on an atom**: 0.0675 hartree/bohr
**Expectation value of S²**: 0.75
**HOMO (alpha / beta)**: -10.89 / -10.89 eV